(1)
This record from the Open Molecules 2025 dataset describes a cluster of 6 separate species, C49H52BN5O6 in total in a non-equilibrium geometry. The level of theory is ωB97M-V/def2-TZVPD.

Element x y z (Å)
C1 7.63 -2.70 0.97
C2 7.47 -1.13 0.42
O1 8.58 -0.52 0.00
O2 6.12 -0.55 0.48
C3 5.89 0.44 -0.58
C4 4.36 0.17 -1.19
C5 3.33 1.42 -0.88
C6 1.75 0.94 -0.78
C7 0.82 2.28 -0.54
C8 -0.35 2.05 0.63
C9 -1.80 2.35 -0.14
C10 -3.08 2.29 0.89
C11 -3.26 0.73 1.42
C12 -2.59 0.32 2.89
C13 -2.79 -1.23 3.47
C14 -3.63 -2.38 2.65
C15 -4.27 -1.94 1.20
C16 -4.09 -0.41 0.57
C17 -4.81 -0.09 -0.91
O3 -4.19 0.60 -1.88
C18 -6.34 -0.75 -1.08
C19 -7.56 0.09 -1.81
C20 -9.03 -0.70 -1.85
B1 -10.32 0.08 -2.51
O4 -11.57 0.31 -1.73
O5 -10.26 0.53 -3.92
C21 -9.22 -2.22 -1.20
C22 -7.97 -3.05 -0.51
C23 -6.51 -2.28 -0.45
C24 -5.18 -3.00 0.27
O6 -4.84 -4.29 0.08
H1 8.72 -2.86 1.44
H2 6.87 -2.89 1.86
H3 7.42 -3.50 0.14
H4 6.63 0.38 -1.49
H5 5.93 1.52 -0.10
H6 3.98 -0.86 -0.76
H7 4.49 -0.02 -2.36
H8 3.63 2.02 0.09
H9 3.41 2.14 -1.82
H10 1.57 0.15 0.07
H11 1.45 0.44 -1.80
H12 0.26 2.47 -1.57
H13 1.44 3.26 -0.33
H14 -0.17 2.73 1.56
H15 -0.34 0.94 0.99
H16 -1.92 1.47 -0.93
H17 -1.74 3.38 -0.71
H18 -4.07 2.76 0.47
H19 -2.80 2.91 1.87
H20 -2.01 1.13 3.53
H21 -2.32 -1.49 4.51
H22 -3.84 -3.48 3.02
H23 -7.39 1.17 -2.26
H24 -11.67 -0.44 -1.06
H25 -11.22 0.43 -4.24
H26 -10.28 -2.71 -1.22
H27 -8.04 -4.11 -0.02
C25 1.62 -4.27 -3.56
C26 2.60 -4.37 -2.58
C27 2.58 -3.47 -1.53
N1 1.65 -2.49 -1.40
C28 0.71 -2.42 -2.37
C29 0.65 -3.28 -3.45
H28 1.60 -4.96 -4.40
H29 3.37 -5.14 -2.64
H30 3.32 -3.51 -0.74
H31 -0.02 -1.62 -2.24
H32 -0.13 -3.17 -4.20
C30 1.21 -3.94 -9.10
C31 2.02 -3.78 -7.98
C32 1.41 -3.47 -6.78
N2 0.08 -3.31 -6.62
C33 -0.68 -3.47 -7.73
C34 -0.17 -3.78 -8.98
H33 1.65 -4.18 -10.07
H34 3.09 -3.89 -8.05
H35 2.00 -3.34 -5.87
H36 -1.75 -3.33 -7.58
H37 -0.83 -3.90 -9.83
C35 3.49 0.82 4.49
C36 2.10 0.92 4.54
C37 1.37 0.49 3.44
N3 1.93 -0.01 2.32
C38 3.28 -0.09 2.29
C39 4.09 0.31 3.34
H38 4.10 1.15 5.33
H39 1.60 1.31 5.41
H40 0.29 0.54 3.44
H41 3.70 -0.50 1.38
H42 5.17 0.22 3.27
C40 5.18 0.15 9.97
C41 5.30 -0.55 8.78
C42 4.28 -0.45 7.85
N4 3.17 0.30 8.03
C43 3.08 0.97 9.20
C44 4.05 0.93 10.19
H43 5.96 0.10 10.73
H44 6.17 -1.17 8.58
H45 4.34 -0.98 6.90
H46 2.18 1.56 9.32
H47 3.92 1.50 11.10
C45 -2.04 8.00 -1.43
C46 -1.69 7.32 -2.59
C47 -0.90 6.19 -2.47
N5 -0.45 5.70 -1.29
C48 -0.81 6.38 -0.18
C49 -1.60 7.52 -0.20
H48 -2.66 8.89 -1.48
H49 -2.02 7.66 -3.56
H50 -0.60 5.62 -3.35
H51 -0.43 5.98 0.75
H52 -1.86 8.03 0.73

The value obtained for the total energy is -2647.66722 Eh. As for the charge: 0. The SMILES is CC(=O)OCCCCCCCCc1cccc2c1C(=O)c1cc(B(O)O)ccc1C2=O.c1ccncc1.c1ccncc1.c1ccncc1.c1ccncc1.c1ccncc1.

Here are the Löwdin charges for atoms 1 to 6, given in e: atom 1 (C): -0.0294, atom 2 (C): -0.2882, atom 3 (O): -0.0377, atom 4 (O): -0.1272, atom 5 (C): -0.1712, atom 6 (C): -0.1662

(2)
This record from the Open Molecules 2025 dataset describes a structure of composition C49H52Cl5N5O3STa. The level of theory is ωB97M-V/def2-TZVPD.

Element x y z (Å)
Ta1 -0.03 0.50 1.28
Cl1 -2.51 -2.15 2.21
C1 -1.70 -1.33 3.50
C2 -0.74 -0.38 3.21
C3 -0.34 0.41 4.28
Cl2 0.59 1.84 3.87
C4 -0.70 0.19 5.60
Cl3 -0.10 1.20 6.86
C5 -1.56 -0.87 5.87
Cl4 -2.00 -1.22 7.49
C6 -2.10 -1.61 4.82
Cl5 -3.22 -2.86 5.15
C7 -1.05 2.79 -5.71
O1 -0.66 4.09 -5.29
C8 -1.33 4.64 -4.25
C9 -2.35 4.00 -3.55
C10 -2.96 4.64 -2.48
C11 -2.57 5.93 -2.12
C12 -1.60 6.58 -2.87
C13 -0.96 5.94 -3.91
N1 -3.16 6.70 -1.07
N2 -3.40 6.26 0.05
C14 -3.01 4.93 0.43
C15 -3.97 4.05 0.84
C16 -3.66 2.72 1.21
C17 -2.35 2.32 1.17
O2 -1.88 1.10 1.45
C18 -1.34 3.23 0.81
N3 -0.08 2.72 0.84
C19 0.92 3.53 0.53
C20 0.73 4.88 0.22
C21 -0.54 5.40 0.17
C22 -1.64 4.56 0.46
H1 -0.41 2.54 -6.55
H2 -2.10 2.78 -6.03
H3 -0.91 2.05 -4.91
H4 -2.68 3.00 -3.82
H5 -3.76 4.14 -1.95
H6 -1.35 7.61 -2.62
H7 -0.20 6.43 -4.50
H8 -5.00 4.38 0.85
H9 -4.43 2.03 1.50
H10 1.90 3.10 0.52
H11 1.59 5.50 0.00
H12 -0.71 6.44 -0.07
C23 -3.37 -0.07 -5.18
C24 -4.10 0.41 -4.09
C25 -3.53 0.41 -2.83
C26 -2.22 -0.03 -2.63
C27 -1.51 -0.52 -3.72
C28 -2.08 -0.55 -4.98
C29 -1.69 0.02 -1.25
C30 -0.44 0.27 -0.85
C31 0.63 0.64 -1.81
C32 1.61 -0.26 -2.23
C33 2.59 0.13 -3.14
C34 2.62 1.43 -3.61
C35 1.66 2.34 -3.20
C36 0.67 1.94 -2.30
H13 -3.82 -0.09 -6.16
H14 -5.11 0.77 -4.23
H15 -4.10 0.77 -1.98
H16 -0.50 -0.89 -3.58
H17 -1.52 -0.94 -5.82
H18 -2.46 -0.12 -0.50
H19 1.58 -1.28 -1.86
H20 3.33 -0.59 -3.47
H21 3.39 1.73 -4.31
H22 1.66 3.35 -3.58
H23 -0.10 2.64 -2.02
C37 0.05 -5.94 5.05
C38 1.10 -5.02 4.47
C39 0.53 -3.65 4.11
C40 1.55 -2.67 3.55
N4 2.15 -3.15 2.31
C41 1.58 -3.12 1.09
S1 0.33 -2.08 0.54
N5 2.05 -4.02 0.22
C42 1.68 -4.22 -1.17
C43 1.72 -5.70 -1.52
C44 0.57 -6.53 -0.96
C45 0.55 -6.70 0.56
H24 0.46 -6.92 5.31
H25 -0.77 -6.10 4.35
H26 -0.38 -5.51 5.96
H27 1.53 -5.49 3.57
H28 1.93 -4.89 5.18
H29 0.08 -3.21 5.00
H30 -0.29 -3.77 3.38
H31 2.37 -2.53 4.26
H32 1.10 -1.70 3.36
H33 2.86 -3.86 2.43
H34 2.68 -4.72 0.59
H35 2.36 -3.65 -1.81
H36 0.67 -3.83 -1.32
H37 2.68 -6.12 -1.21
H38 1.71 -5.78 -2.61
H39 0.62 -7.52 -1.42
H40 -0.38 -6.09 -1.28
H41 1.52 -7.06 0.93
H42 -0.20 -7.43 0.86
H43 0.31 -5.76 1.08
C46 3.63 0.21 2.89
C47 3.28 0.62 1.46
C48 3.81 2.01 1.16
C49 3.85 -0.38 0.46
O3 1.84 0.55 1.35
H44 3.20 0.91 3.61
H45 4.71 0.21 3.01
H46 3.25 -0.79 3.10
H47 4.89 2.00 1.29
H48 3.41 2.75 1.85
H49 3.61 2.29 0.13
H50 4.93 -0.41 0.57
H51 3.60 -0.08 -0.55
H52 3.45 -1.38 0.64

The value obtained for the total energy is -5153.94841 Eh. The energy above the lowest of the compared OMol25 structures with the same formula, charge and spin is 0.195 eV. As for the charge: +1.

Here are the Löwdin charges for atoms 1 to 6, given in e: atom 1 (Ta): 1.6504, atom 2 (Cl): 0.6941, atom 3 (C): -0.7108, atom 4 (C): -0.3596, atom 5 (C): -0.6588, atom 6 (Cl): 0.7520

(3)
This record from the Open Molecules 2025 dataset describes a structure of composition C49H52FLaN9O3S2 in a non-equilibrium geometry. The level of theory is ωB97M-V/def2-TZVPD.

Element x y z (Å)
La1 -0.87 0.21 0.09
C1 1.69 -3.34 2.61
C2 1.36 -2.26 1.62
N1 0.18 -1.96 1.24
N2 -0.85 -2.78 1.75
C3 -1.89 -2.76 0.93
O1 -2.02 -2.11 -0.14
C4 -3.06 -3.60 1.37
C5 -3.07 -4.35 2.54
C6 -4.19 -5.07 2.90
C7 -5.32 -5.05 2.09
C8 -5.32 -4.31 0.92
C9 -4.19 -3.59 0.56
C10 2.49 -1.52 0.98
C11 3.75 -1.52 1.57
C12 4.80 -0.91 0.91
C13 4.57 -0.33 -0.32
C14 3.28 -0.35 -0.82
N3 2.25 -0.92 -0.19
H1 0.88 -4.05 2.69
H2 1.84 -2.88 3.59
H3 2.62 -3.84 2.34
H4 -2.18 -4.35 3.17
H5 -4.19 -5.64 3.82
H6 -6.20 -5.62 2.38
H7 -6.20 -4.29 0.29
H8 -4.18 -2.98 -0.33
H9 3.89 -1.96 2.55
H10 5.78 -0.87 1.37
H11 5.36 0.15 -0.89
H12 3.05 0.10 -1.78
C15 -3.87 -0.27 -6.12
C16 -2.41 -0.59 -6.48
C17 -2.35 -1.91 -7.25
C18 -1.86 0.52 -7.38
C19 -1.64 -0.70 -5.17
C20 -1.88 -1.75 -4.30
C21 -1.32 -1.75 -3.04
N4 -0.49 -0.80 -2.62
C22 -0.18 0.17 -3.48
C23 -0.75 0.27 -4.74
C24 0.78 1.22 -2.98
C25 1.56 1.97 -3.85
C26 2.41 2.95 -3.34
C27 2.42 3.12 -1.96
C28 1.63 2.31 -1.16
N5 0.83 1.38 -1.67
C29 3.33 3.80 -4.22
C30 3.09 5.28 -3.92
C31 4.78 3.44 -3.89
C32 3.08 3.55 -5.71
H13 -4.46 -0.15 -7.04
H14 -3.94 0.65 -5.54
H15 -4.31 -1.06 -5.53
H16 -2.87 -1.80 -8.21
H17 -2.83 -2.73 -6.71
H18 -1.32 -2.21 -7.46
H19 -2.41 0.52 -8.32
H20 -0.80 0.38 -7.60
H21 -1.98 1.51 -6.93
H22 -2.57 -2.55 -4.55
H23 -1.58 -2.50 -2.30
H24 -0.52 1.13 -5.35
H25 1.51 1.78 -4.91
H26 3.06 3.86 -1.48
H27 1.63 2.41 -0.08
H28 3.33 5.54 -2.89
H29 2.05 5.56 -4.10
H30 3.72 5.90 -4.57
H31 5.01 3.64 -2.85
H32 5.46 4.03 -4.51
H33 4.98 2.38 -4.09
H34 2.05 3.76 -5.99
H35 3.31 2.53 -6.00
H36 3.73 4.21 -6.29
F1 -0.92 2.35 0.21
C33 -7.67 -0.61 0.42
C34 -6.20 -0.36 0.60
C35 -5.58 -0.62 1.82
C36 -4.23 -0.37 1.88
N6 -3.54 0.09 0.84
C37 -4.20 0.29 -0.32
S1 -3.25 0.82 -1.67
N7 -5.53 0.09 -0.46
H37 -8.25 -0.07 1.17
H38 -7.90 -1.67 0.54
H39 -7.98 -0.29 -0.57
H40 -6.12 -1.00 2.67
H41 -3.66 -0.55 2.78
O2 7.72 4.53 2.36
C38 6.93 4.35 3.46
O3 7.30 4.82 4.51
C39 5.68 3.57 3.27
C40 4.98 3.14 4.40
C41 3.82 2.41 4.29
C42 3.27 2.04 3.03
S2 1.83 1.11 2.89
C43 4.00 2.50 1.90
C44 5.16 3.24 2.02
H42 7.35 4.02 1.63
H43 5.37 3.40 5.37
H44 3.29 2.08 5.17
H45 3.62 2.25 0.92
H46 5.63 3.57 1.09
N8 -2.18 2.11 6.58
C45 -1.92 1.66 5.29
C46 -2.19 2.46 4.19
C47 -1.93 1.98 2.92
N9 -1.43 0.76 2.70
C48 -1.18 -0.01 3.76
C49 -1.42 0.38 5.07
H47 -2.19 3.12 6.68
H48 -1.64 1.66 7.31
H49 -2.59 3.46 4.31
H50 -2.11 2.58 2.04
H51 -0.77 -0.99 3.56
H52 -1.19 -0.28 5.89

The value obtained for the total energy is -3545.15185 Eh. As for the charge: -1.

Here are the Löwdin charges for atoms 1 to 6, given in e: atom 1 (La): 1.8508, atom 2 (C): -0.0311, atom 3 (C): -0.2954, atom 4 (N): -0.0607, atom 5 (N): 0.0446, atom 6 (C): -0.5049

(4)
This record from the Open Molecules 2025 dataset describes a structure of composition C49H52N5PtS in a non-equilibrium geometry. The level of theory is ωB97M-V/def2-TZVPD.

Element x y z (Å)
Pt1 0.25 0.43 -0.10
C1 -0.40 5.45 -3.45
C2 0.60 4.44 -4.03
C3 0.58 3.08 -3.40
C4 0.46 1.89 -4.06
C5 0.36 1.65 -5.54
C6 1.72 1.64 -6.22
C7 0.51 0.85 -3.07
C8 0.61 -0.50 -3.33
C9 0.87 -1.47 -2.39
C10 1.19 -2.84 -2.67
C11 1.21 -3.48 -4.02
C12 2.62 -3.62 -4.59
C13 1.51 -3.42 -1.47
C14 1.29 -2.43 -0.46
C15 1.28 -2.69 0.90
C16 0.84 -1.82 1.88
N1 0.58 -0.49 1.67
C17 0.16 0.00 2.89
C18 -0.05 1.34 3.14
C19 0.15 2.35 2.22
N2 0.51 2.16 0.91
C20 0.64 3.41 0.36
C21 0.81 3.69 -0.98
C22 0.67 2.77 -2.01
N3 0.64 1.40 -1.82
C23 0.45 4.41 1.37
C24 0.12 3.76 2.52
C25 -0.25 4.34 3.85
C26 -1.77 4.36 4.06
C27 0.57 5.89 1.15
C28 2.02 6.37 1.14
C29 0.18 -1.03 3.88
C30 0.63 -2.16 3.26
C31 0.82 -3.51 3.88
C32 -0.48 -4.31 3.91
C33 -0.15 -0.85 5.32
C34 1.07 -0.45 6.15
N4 0.99 -1.22 -1.03
C35 1.99 -4.82 -1.23
C36 3.49 -4.88 -0.93
H1 -0.68 6.18 -4.21
H2 0.00 6.01 -2.61
H3 -1.31 4.94 -3.12
H4 1.62 4.85 -3.98
H5 0.39 4.31 -5.09
H6 -0.27 2.44 -5.97
H7 -0.17 0.72 -5.73
H8 2.21 2.61 -6.15
H9 1.63 1.39 -7.28
H10 2.39 0.91 -5.76
H11 0.56 -0.82 -4.37
H12 0.60 -2.90 -4.71
H13 0.74 -4.46 -3.95
H14 3.12 -2.65 -4.65
H15 2.60 -4.04 -5.59
H16 3.24 -4.27 -3.96
H17 1.54 -3.69 1.21
H18 -0.32 1.63 4.15
H19 0.90 4.72 -1.26
H20 0.14 5.35 3.92
H21 0.23 3.78 4.65
H22 -2.25 5.03 3.35
H23 -2.02 4.70 5.06
H24 -2.20 3.36 3.92
H25 0.01 6.41 1.93
H26 0.08 6.16 0.21
H27 2.51 6.13 2.08
H28 2.07 7.45 1.00
H29 2.59 5.90 0.34
H30 1.20 -3.38 4.90
H31 1.59 -4.07 3.34
H32 -1.20 -3.86 4.59
H33 -0.30 -5.33 4.25
H34 -0.94 -4.35 2.93
H35 -0.57 -1.78 5.71
H36 -0.93 -0.10 5.43
H37 1.82 -1.24 6.15
H38 0.80 -0.25 7.19
H39 1.54 0.45 5.75
H40 1.76 -5.42 -2.11
H41 1.44 -5.28 -0.41
H42 4.07 -4.43 -1.73
H43 3.82 -5.91 -0.81
H44 3.72 -4.34 -0.01
S1 -4.20 -2.30 0.67
C37 -3.37 -3.80 0.72
C38 -3.88 -5.06 1.03
C39 -3.03 -6.14 0.96
C40 -1.69 -5.96 0.58
C41 -1.20 -4.71 0.29
C42 -2.04 -3.60 0.37
N5 -1.68 -2.28 0.10
C43 -2.71 -1.50 0.19
C44 -2.78 -0.03 -0.08
C45 -4.09 0.45 -0.19
C46 -4.41 1.77 -0.46
C47 -3.38 2.67 -0.62
C48 -2.07 2.23 -0.51
C49 -1.74 0.91 -0.25
H45 -4.92 -5.18 1.30
H46 -3.40 -7.13 1.19
H47 -1.04 -6.82 0.52
H48 -0.17 -4.59 -0.02
H49 -4.91 -0.24 -0.09
H50 -5.45 2.07 -0.54
H51 -3.57 3.71 -0.82
H52 -1.32 2.98 -0.63

The value obtained for the total energy is -2689.55763 Eh. The energy above the lowest of the compared OMol25 structures with the same formula, charge and spin is 0.455 eV. As for the charge: +1.

Here are the Löwdin charges for atoms 1 to 6, given in e: atom 1 (Pt): 1.5570, atom 2 (C): -0.0784, atom 3 (C): -0.1662, atom 4 (C): -0.1081, atom 5 (C): -0.1171, atom 6 (C): -0.1869